No. 1
ORCA calculation (ωB97M-V with the def2-TZVPD basis set) on a molecular structure, C8H18F8N5O16RbS8.

CARTESIAN COORDINATES (ANGSTROEM)
1 Rb -0.11482 -2.20269 1.24530
2 C -1.08385 1.44152 0.27467
3 C -0.13390 2.19408 -0.69026
4 C -0.94417 3.07188 -1.69442
5 N -0.01421 3.86360 -2.68002
6 C 1.08058 4.65984 -1.98344
7 C 0.48459 2.92824 -3.77853
8 C 0.74699 3.74951 -4.98355
9 C -0.17452 4.91753 -4.83520
10 C -0.87906 4.87535 -3.50731
11 H -1.87257 0.89544 -0.24283
12 H -1.62553 2.13778 0.91490
13 H -0.56608 0.66055 0.83155
14 H 0.64297 1.61754 -1.19242
15 H 0.49946 2.88321 -0.13164
16 H -1.36423 3.88286 -1.09948
17 H -1.73134 2.74676 -2.37468
18 H 0.48138 5.26037 -1.29902
19 H 1.61343 5.22414 -2.74877
20 H 1.77049 3.98740 -1.47359
21 H 1.39533 2.45665 -3.40943
22 H -0.20871 2.12080 -4.01406
23 H 1.76002 4.12277 -5.13368
24 H 0.54682 3.22867 -5.91990
25 H 0.20263 5.91773 -5.04842
26 H -0.91495 4.91525 -5.63510
27 H -1.05098 5.80836 -2.97061
28 H -1.90682 4.51864 -3.57485
29 N -2.83832 -2.10720 1.84571
30 S -3.81487 -3.49052 2.07734
31 O -4.85595 -3.71573 1.06471
32 O -3.94565 -4.08452 3.41902
33 F -2.68550 -4.54083 1.62535
34 S -3.69673 -1.22426 2.67893
35 O -3.62430 -1.27405 4.06663
36 O -4.93196 -0.76518 2.07644
37 F -2.75091 0.03827 2.28963
38 N 1.20442 -1.24675 -1.12342
39 S 0.14453 -1.36158 -2.46155
40 O 0.56176 -2.27372 -3.55023
41 O -0.70957 -0.23501 -2.80749
42 F -0.96125 -2.23974 -1.68780
43 S 2.38421 -0.94518 -1.91716
44 O 2.48080 0.38835 -2.52636
45 O 3.09262 -2.06255 -2.59846
46 F 3.28943 -0.69044 -0.62062
47 N 0.99445 -1.90868 5.27683
48 S 1.50375 -1.53563 6.64152
49 O 0.44474 -1.11914 7.56769
50 O 2.90361 -1.06210 6.85623
51 F 1.63591 -3.06002 7.25001
52 S 0.94255 -0.21525 4.85802
53 O 2.20416 0.49314 4.66320
54 O -0.12270 0.56533 5.41204
55 F 0.45320 -0.47097 3.40801
56 N 1.13442 -4.86051 1.79005
57 S 2.53786 -5.15031 1.36211
58 O 2.94443 -5.42878 -0.01595
59 O 3.38385 -5.70924 2.38061
60 F 3.01524 -3.61605 1.54855
61 S 0.55928 -6.43589 1.53933
62 O 1.20175 -7.51400 2.30577
63 O 0.17258 -6.73998 0.18820
64 F -0.89080 -6.28536 2.27190

Cartesian forces, eV/Å:
Rb 0.29 -0.48 0.33
C 0.04 -0.13 -0.90
C -0.48 0.24 -0.63
C 1.49 1.48 0.37
N -1.34 -0.14 -0.88
C -1.04 -0.98 -0.56
C 1.39 -0.86 1.07
C 0.75 0.84 -1.20
C -1.70 2.14 -1.51
C -0.01 -0.89 1.07
H 0.07 0.03 -0.40
H 0.36 -0.11 0.33
H 0.13 0.57 0.31
H -0.55 -0.73 -0.25
H -0.33 0.26 0.40
H -0.35 0.05 0.08
H 0.22 -1.00 0.45
H 0.70 0.31 0.14
H -0.13 0.17 0.20
H -0.19 0.06 -0.03
H -0.13 -0.28 0.14
H -0.38 0.22 0.62
H 0.25 -0.27 0.57
H -0.15 -0.29 0.26
H 0.91 -0.10 0.45
H -0.42 -0.44 0.10
H 0.83 0.10 0.09
H 0.21 -0.76 -0.09
N -0.85 -6.08 -1.09
S 0.93 -6.13 -1.08
O 1.62 1.35 2.06
O -0.90 2.73 -1.81
F 0.24 0.88 -1.04
S -2.08 8.52 -0.40
O 0.01 -0.65 2.38
O 0.16 -1.16 0.49
F 0.37 0.79 0.39
N -7.86 -1.01 -0.70
S -3.83 -3.42 -1.39
O -0.59 2.72 2.55
O 1.95 -0.08 0.51
F 0.70 0.14 0.20
S 12.41 0.59 -2.70
O -1.05 -1.17 -0.25
O -2.03 3.01 1.38
F 0.26 -0.11 -0.04
N -0.20 3.74 -3.63
S 2.79 -3.05 9.77
O 1.66 0.85 -1.21
O -3.33 -0.49 -0.88
F 0.33 0.20 -0.95
S 0.44 1.72 -1.59
O -1.51 -1.52 0.21
O 0.32 -0.73 0.04
F -0.45 -0.50 -1.70
N -4.82 -3.18 -0.33
S 9.50 2.31 -0.85
O -1.76 0.01 1.62
O -0.57 -0.98 -0.37
F -0.41 0.74 -0.65
S -3.16 -2.57 1.59
O -0.87 2.48 -1.34
O 0.58 0.71 0.65
F 1.58 0.32 -0.36

Summary:
**Total charge**: -2
**E**: -157870.503 eV

Atomic partial charges in e from the Mulliken method, atoms 1 to 8:
1. Rb 1.15
2. C -1.48
3. C 0.29
4. C -0.98
5. N 0.07
6. C -0.94
7. C -0.30
8. C -0.70

No. 2
ORCA calculation (ωB97M-V with the def2-TZVPD basis set) on 2 unconnected molecules or ions with the total composition C8H18N2O.

CARTESIAN COORDINATES (ANGSTROEM)
1 C 1.19986 -0.47843 -0.61190
2 C -0.46765 -1.49699 -1.44738
3 C -0.94787 -0.07196 -1.00182
4 C -3.16275 -0.70112 0.09894
5 C -1.10870 -0.27820 1.60688
6 C 0.63198 1.94503 -0.60682
7 C 3.17807 -0.51544 0.31091
8 C -1.80493 0.07608 0.35372
9 N 0.47475 0.54503 -0.76191
10 N 3.30463 0.78960 1.11864
11 O 0.86978 -1.63601 -0.77802
12 H -1.24179 -2.28246 -1.21840
13 H -0.33927 -1.51937 -2.45167
14 H -1.15715 0.42031 -1.98568
15 H -3.32077 -1.33721 0.89620
16 H -3.04284 -1.35650 -0.73122
17 H -4.04267 -0.11446 -0.00811
18 H -1.38830 -1.24603 2.13539
19 H -1.29154 0.51052 2.32190
20 H 0.02389 -0.34007 1.65690
21 H 1.21925 2.40859 -1.50928
22 H 1.17757 2.21877 0.30258
23 H -0.36602 2.30904 -0.47292
24 H 3.88019 -0.52993 -0.50155
25 H 3.15900 -1.36949 0.98124
26 H -2.22177 1.06772 0.37948
27 H 2.99757 1.56182 0.57000
28 H 4.28311 0.91228 1.35157
29 H 2.77410 0.62096 1.99422

Cartesian forces, eV/Å:
C 7.04 2.94 3.52
C -2.83 0.04 3.20
C 1.31 0.24 -0.26
C 1.86 0.34 -0.43
C 1.76 -1.36 2.49
C 2.10 1.59 -1.07
C -3.51 1.33 -1.08
C -1.57 -0.45 -3.54
N -1.70 -1.81 -0.39
N -0.11 -2.98 0.24
O -2.14 -3.30 -1.13
H 1.46 0.45 0.43
H 0.98 -0.12 -3.05
H -1.28 -0.05 1.31
H -0.43 -1.32 1.86
H -0.27 -0.42 -0.93
H -0.39 0.81 -0.30
H -0.08 1.10 -1.02
H -0.28 0.10 0.43
H -0.98 0.16 -0.74
H -1.51 -0.74 1.54
H -0.19 -0.14 -0.02
H -0.35 0.76 -0.29
H 0.15 -0.09 -0.27
H -0.09 -0.01 -0.21
H 0.73 0.87 0.08
H -0.40 0.98 -0.21
H 0.53 0.26 0.29
H 0.21 0.82 -0.47

Summary:
**Relative energy (zero: lowest compared OMol25 entry of this formula, charge and spin)**: 275.1 kJ/mol
**Total charge**: +2
**E**: -13594.463 eV

Atomic partial charges in e from the Mulliken method, atoms 1 to 8:
1. C 0.26
2. C -0.56
3. C -0.48
4. C -1.38
5. C -1.17
6. C -0.97
7. C -0.61
8. C 0.74

No. 3
ORCA calculation (ωB97M-V with the def2-TZVPD basis set) on a molecular structure, C8H18N2O3.

CARTESIAN COORDINATES (ANGSTROEM)
1 C -4.76898 -0.86229 -0.02886
2 C -3.47084 0.17211 -0.05490
3 C -1.22584 -1.17559 -0.27177
4 C -0.76342 0.06047 0.76967
5 C 1.06098 1.18441 -1.02551
6 C 2.22986 1.39490 -0.00199
7 C 3.46212 -0.55516 -0.43387
8 C 4.35989 -1.10520 0.65229
9 H -4.56318 -1.75099 0.52327
10 H -4.98615 -1.02654 -1.09582
11 H -5.69522 -0.63869 0.34717
12 H -3.99949 1.24508 -0.53257
13 H -2.72448 -0.02773 1.21032
14 H -1.33512 -2.28930 0.37507
15 H -0.15072 -1.15939 -1.13195
16 H -1.58214 0.26961 1.34945
17 H 0.32912 0.02008 1.43265
18 H 1.30127 0.28632 -1.58027
19 H 0.52764 2.39191 -1.55555
20 H 2.02043 0.64602 0.77161
21 H 2.42888 2.34399 0.40917
22 H 2.34553 -0.99876 -0.05846
23 H 3.65892 -0.91995 -1.63243
24 H 5.47326 -0.90573 0.59775
25 H 3.97391 -0.76119 1.68419
26 H 3.99202 -2.30015 0.58598
27 N -0.20091 1.21760 -0.15264
28 N -0.93527 2.31222 -0.24990
29 O -2.36880 -0.61659 -0.96876
30 O 3.50951 0.94184 -0.55763
31 O -1.90276 2.60669 0.62428

Cartesian forces, eV/Å:
C 3.67 0.70 -2.04
C -0.72 -2.73 1.81
C 2.68 1.40 0.63
C 7.66 -1.37 -2.59
C -2.44 5.41 1.57
C 0.80 -2.10 -1.42
C -1.29 -0.05 -2.64
C -0.98 -2.36 0.89
H 0.80 -0.96 -0.15
H 0.35 -0.53 0.29
H -2.06 2.07 1.32
H 2.89 -2.94 1.49
H -4.55 1.33 -4.05
H 0.07 3.30 -2.19
H -3.80 -0.73 2.52
H -0.31 1.81 1.51
H -3.55 -1.17 -1.34
H -0.79 0.10 -0.49
H 2.56 -3.73 0.58
H -0.11 0.79 0.46
H -0.42 1.31 0.24
H 2.69 1.46 -1.56
H -0.35 0.53 3.67
H -1.42 -0.50 -0.21
H 0.64 -0.37 -1.60
H 1.79 2.89 0.44
N -3.38 -1.12 1.37
N -1.94 1.57 2.33
O -0.83 0.68 1.66
O -1.88 -2.17 0.89
O 4.24 -2.50 -3.40

Summary:
**Relative energy (zero: lowest compared OMol25 entry of this formula, charge and spin)**: 973.2 kJ/mol
**E**: -17696.279 eV

Atomic partial charges in e from the Mulliken method, atoms 1 to 8:
1. C -1.25
2. C 0.05
3. C -0.24
4. C -0.68
5. C -0.56
6. C -0.25
7. C -0.09
8. C -0.88

No. 4
ORCA calculation (ωB97M-V with the def2-TZVPD basis set) on 2 unconnected molecules or ions with the total composition C8H18N2O4P.

CARTESIAN COORDINATES (ANGSTROEM)
1 C -3.59397 0.22803 2.71723
2 C -3.40176 0.36268 1.37533
3 C 0.26715 -1.33267 -1.70407
4 C 2.16387 -1.93270 -0.33064
5 C 0.42549 -0.81030 0.71266
6 C -2.58489 1.35818 0.72863
7 C 1.70961 0.43916 -0.98230
8 C -2.18054 1.13198 -0.58177
9 N -2.36882 0.19825 -1.42063
10 N 1.19339 -0.83210 -0.54222
11 O 3.13295 0.37685 1.42534
12 O 4.41024 0.23265 -0.68411
13 O 3.23095 2.46882 0.03807
14 O -1.51152 2.23103 -1.15772
15 P 3.29158 0.82204 0.04459
16 H -4.13043 -0.67424 3.04607
17 H -3.10125 1.00011 3.47785
18 H -3.72652 -0.47793 0.78792
19 H -0.27115 -2.28824 -1.30632
20 H -0.52451 -0.51216 -1.70114
21 H 0.77057 -1.36661 -2.56517
22 H 1.74730 -2.76738 0.01106
23 H 2.64555 -2.06757 -1.19673
24 H 2.80947 -1.43230 0.30410
25 H -0.32961 -1.53245 0.88609
26 H 1.08174 -0.71717 1.49664
27 H -0.25833 0.01639 0.91588
28 H 0.87439 1.28607 -0.90360
29 H -2.29436 2.05427 1.44165
30 H 2.03859 0.23020 -1.91872
31 H -2.75037 -0.66881 -1.08683
32 H 2.60615 2.76471 0.75389
33 H -1.37096 2.21122 -2.08104

Cartesian forces, eV/Å:
C 0.63 1.03 0.79
C 1.43 0.05 0.82
C -3.96 0.90 5.86
C 0.37 4.33 0.05
C -1.98 1.94 0.16
C -1.48 -2.48 -0.02
C -0.27 2.96 3.70
C 0.06 2.68 -0.05
N 0.02 -1.66 -1.90
N -3.86 -3.37 -1.17
O -1.15 -0.50 2.12
O 1.05 0.09 -1.64
O -0.62 0.05 0.44
O 0.29 0.97 2.71
P -0.80 1.52 -0.52
H 0.24 0.73 0.35
H -1.31 -1.86 -1.59
H -0.50 -0.17 -0.41
H 1.25 1.50 -1.12
H 0.50 -1.19 -0.57
H 2.13 -0.57 -3.14
H -2.02 -3.15 1.54
H 1.89 -0.75 -3.35
H 1.82 -0.30 1.87
H 0.01 -1.88 -0.55
H 1.80 -0.28 1.78
H 0.33 0.98 -1.16
H 1.71 -2.07 -0.32
H 1.06 1.86 0.29
H 0.94 0.21 -3.08
H -0.32 -0.01 0.53
H 1.00 -0.56 -0.98
H -0.20 -1.01 -1.47

Summary:
**Relative energy (zero: lowest compared OMol25 entry of this formula, charge and spin)**: 0.0 kJ/mol
**Total charge**: -1
**E**: -29046.508 eV

Atomic partial charges in e from the Mulliken method, atoms 1 to 8:
1. C -0.90
2. C 0.07
3. C -1.06
4. C -1.54
5. C -1.18
6. C -0.79
7. C -0.35
8. C 0.56

No. 5
ORCA calculation (ωB97M-V with the def2-TZVPD basis set) on 2 unconnected molecules or ions with the total composition C8H18N4.

CARTESIAN COORDINATES (ANGSTROEM)
1 C 3.45933 0.12936 0.32549
2 C 2.33242 2.21918 -0.18388
3 C -0.05245 -1.48934 -1.21824
4 C -1.53112 -1.10856 -1.29700
5 C -2.21431 -1.00843 0.02495
6 C -2.90126 0.03791 0.50326
7 C -2.93398 1.37589 -0.18063
8 C -3.62936 -0.02443 1.81868
9 H 5.25216 -2.25295 1.02402
10 H 3.89103 -2.33781 0.07992
11 H 2.49934 -0.38368 0.21897
12 H 4.30294 1.98376 0.39583
13 H 2.45488 3.29760 -0.06884
14 H 0.59429 2.32820 -0.96353
15 H 0.13330 -2.27712 -0.49021
16 H 0.29778 -1.85659 -2.20208
17 H 0.55336 -0.61000 -0.95801
18 H -2.07350 -1.88022 -1.90347
19 H -1.64221 -0.16102 -1.85746
20 H -2.14753 -1.87934 0.67485
21 H -3.93501 1.81362 -0.11179
22 H -2.66775 1.34936 -1.23474
23 H -2.23644 2.05701 0.31844
24 H -4.66274 0.34733 1.68716
25 H -3.11733 0.55344 2.58547
26 H -3.68469 -1.07462 2.14193
27 N 4.33755 -1.82113 0.85440
28 N 4.58867 -0.45922 0.47903
29 N 3.42485 1.50199 0.21794
30 N 1.30776 1.62979 -0.68045

Cartesian forces, eV/Å:
C 0.90 -0.19 -0.50
C -0.64 -0.49 -0.72
C 0.35 0.21 -0.54
C -0.36 -0.23 -0.79
C -0.39 0.46 0.48
C 0.53 -0.19 -0.34
C -0.28 0.16 0.00
C -0.24 -0.61 -0.34
H -0.53 0.23 -0.26
H 0.36 0.35 0.43
H 0.17 0.18 0.36
H -0.45 -0.19 0.00
H -0.02 -0.05 -0.02
H 0.58 -0.60 0.42
H -0.08 -0.10 0.09
H -0.11 0.17 0.43
H -0.20 -0.31 0.00
H 0.37 0.48 0.43
H 0.14 -0.53 0.22
H -0.10 -0.15 -0.18
H 0.10 0.05 0.03
H 0.03 -0.07 0.05
H -0.10 0.04 0.02
H 0.44 -0.06 0.23
H -0.10 0.18 0.11
H -0.02 0.37 0.09
N 0.81 -0.68 -0.52
N -1.70 -0.13 0.66
N 0.62 0.47 0.14
N -0.09 1.21 0.03

Summary:
**Relative energy (zero: lowest compared OMol25 entry of this formula, charge and spin)**: 84.1 kJ/mol
**Structure (SMILES)**: [H]/N=C/N/C=N/N.CCC=C(C)C
**E**: -14546.570 eV

Atomic partial charges in e from the Mulliken method, atoms 1 to 8:
1. C 0.05
2. C -0.09
3. C -0.65
4. C -0.27
5. C -0.48
6. C 0.97
7. C -1.34
8. C -1.28

No. 6
ORCA calculation (ωB97M-V with the def2-TZVPD basis set) on a gas-phase ion, C8H18NO2S (charge +1).

CARTESIAN COORDINATES (ANGSTROEM)
1 C -1.60683 2.26592 0.87749
2 C -2.41062 1.49031 -0.23590
3 C -0.18887 2.77037 0.37958
4 C -1.85415 0.19213 -0.73123
5 C 0.93193 1.76580 0.63049
6 C 2.27604 -2.41255 -0.76578
7 C 0.83199 -2.93809 1.29431
8 C 0.95056 -2.24337 -0.02091
9 N -0.65070 0.32545 -1.43641
10 O 1.85624 0.33148 -1.61054
11 O 0.75079 -0.81685 0.35257
12 S 0.71294 0.40038 -0.61119
13 H -2.16871 3.09376 0.97971
14 H -1.39042 1.65090 1.78738
15 H -3.40232 1.34849 0.13423
16 H -2.56266 2.13776 -1.06450
17 H -0.33699 2.97014 -0.64727
18 H 0.04566 3.76320 0.78941
19 H -1.56929 -0.54878 0.05083
20 H -2.65113 -0.41822 -1.23637
21 H 2.02133 2.10752 0.55846
22 H 0.82692 1.26742 1.53509
23 H 2.83295 -3.17063 -0.27431
24 H 2.65269 -1.49977 -0.88361
25 H 2.10027 -2.90840 -1.68184
26 H 1.77509 -2.68934 1.86615
27 H 0.69439 -4.02404 1.15155
28 H -0.13484 -2.52009 1.86584
29 H 0.16542 -2.56617 -0.69676
30 H -0.49768 0.87528 -2.35644

Cartesian forces, eV/Å:
C 3.07 -3.29 -1.58
C 0.71 0.09 1.67
C -0.85 0.05 1.05
C -2.25 -1.89 1.46
C 0.57 0.79 -2.24
C -2.54 -3.29 1.24
C -1.07 0.91 1.84
C -0.05 -0.77 -0.99
N 2.38 1.38 -2.93
O -3.83 1.11 2.84
O -0.62 1.35 -0.03
S 5.70 -1.52 -2.50
H -1.88 2.80 1.38
H -0.95 0.65 -0.49
H -0.71 -0.36 0.45
H 0.11 0.77 -0.93
H 0.35 0.23 -1.44
H 0.11 -0.51 0.30
H -0.53 0.78 0.19
H 0.98 0.80 -0.38
H -1.59 -0.42 -0.41
H -0.28 -0.90 1.80
H 1.15 -0.03 0.98
H 2.42 3.07 -0.54
H -0.38 0.06 -1.44
H -1.20 -0.57 -0.22
H 0.28 0.51 0.12
H 2.23 -1.04 -1.11
H -0.57 0.49 0.06
H -0.75 -1.23 1.83

Summary:
**Relative energy (zero: lowest compared OMol25 entry of this formula, charge and spin)**: 94.8 kJ/mol
**Total charge**: +1
**Structure (SMILES)**: CC(C)O[S@@]1(=O)=[NH+]CCCCC1
**E**: -24998.877 eV

Atomic partial charges in e from the Mulliken method, atoms 1 to 8:
1. C -0.70
2. C -0.73
3. C -0.92
4. C -0.66
5. C -0.77
6. C -1.30
7. C -1.27
8. C 0.52

Number 1: molar mass 934.2 g mol⁻¹, F_max 12.71 eV/Å, Kohn-Sham gap 6.7 eV. Number 2: molar mass 158.2 g mol⁻¹, F_max 8.40 eV/Å, Kohn-Sham gap 9.8 eV. Number 3: molar mass 190.2 g mol⁻¹, F_max 8.20 eV/Å, Kohn-Sham gap 9.6 eV. Number 4: molar mass 237.2 g mol⁻¹, F_max 7.13 eV/Å, Kohn-Sham gap 5.9 eV. Number 5: molar mass 170.3 g mol⁻¹, F_max 1.83 eV/Å, Kohn-Sham gap 9.1 eV. Number 6: molar mass 192.3 g mol⁻¹, F_max 6.41 eV/Å, Kohn-Sham gap 12.1 eV.